(1)
Here is a 14-piece molecular cluster, C46H92IN2O15S overall from OMol25. Energies are from ωB97M-V/def2-TZVPD.

Computed properties:
- energy (Eh) = -3741.93990
- largest force on an atom (eV/Å) = 1.3
- frontier orbital gap (hartree) = 0.22224
- HOMO energy (eV) = -4.41

```
! wB97M-V def2-TZVPD RIJCOSX def2/J DEFGRID3
* xyz -1 1
N -2.343 3.976 0.860
C -1.126 3.137 0.744
C -0.964 2.648 -0.700
C -1.317 1.162 -0.834
C -0.789 0.568 -2.129
C -0.787 -0.968 -2.108
N -2.110 -1.464 -1.705
S -2.882 -2.402 -2.907
C -2.103 -2.088 -0.387
I -4.140 -2.157 0.343
C -1.478 -3.524 -0.301
O -0.563 -3.797 -1.123
O -1.907 -4.233 0.603
H -3.035 3.556 0.250
H -2.645 3.934 1.823
H -1.231 2.261 1.378
H -0.262 3.721 1.045
H 0.037 2.815 -1.070
H -1.638 3.255 -1.298
H -0.841 0.662 -0.008
H -2.394 1.078 -0.741
H -1.490 0.836 -2.917
H 0.200 0.961 -2.341
H -0.550 -1.287 -3.109
H -0.009 -1.341 -1.457
H -3.872 -1.562 -3.251
H -1.540 -1.436 0.261
C -7.003 4.563 -0.629
C -5.544 4.923 -0.783
O -4.711 4.076 -1.005
C -5.175 6.378 -0.647
H -7.122 3.488 -0.749
H -7.361 4.851 0.360
H -7.596 5.074 -1.389
H -5.451 6.744 0.342
H -5.686 6.971 -1.405
H -4.101 6.489 -0.776
C 3.610 -4.705 -3.880
C 2.655 -3.551 -4.059
O 3.014 -2.509 -4.569
C 1.246 -3.771 -3.581
H 4.591 -4.429 -4.270
H 3.704 -4.953 -2.821
H 3.230 -5.572 -4.428
H 1.229 -3.980 -2.511
H 0.800 -4.611 -4.117
H 0.654 -2.881 -3.765
C -12.078 5.349 -0.660
C -10.999 4.564 0.049
O -10.171 5.109 0.737
C -11.002 3.067 -0.145
H -11.961 6.407 -0.438
H -12.001 5.201 -1.738
H -13.062 5.021 -0.321
H -10.880 2.826 -1.203
H -11.941 2.645 0.215
H -10.179 2.628 0.413
C -4.648 11.683 -1.236
C -4.454 10.410 -0.446
O -4.817 9.340 -0.876
C -3.784 10.537 0.897
H -5.138 11.452 -2.179
H -5.271 12.380 -0.672
H -3.682 12.147 -1.435
H -4.370 11.191 1.546
H -2.780 10.945 0.772
H -3.713 9.554 1.358
C -0.163 13.604 -1.774
C -0.543 12.393 -0.957
O -1.463 12.425 -0.172
C 0.273 11.141 -1.165
H -0.827 14.429 -1.529
H 0.864 13.895 -1.552
H -0.252 13.379 -2.838
H 1.319 11.333 -0.918
H 0.202 10.817 -2.203
H -0.103 10.350 -0.521
C 0.526 -6.832 -6.974
C 1.697 -7.587 -6.397
O 2.512 -7.042 -5.692
C 1.803 -9.055 -6.735
H 0.570 -5.794 -6.653
H 0.559 -6.869 -8.064
H -0.410 -7.271 -6.626
H 1.890 -9.184 -7.816
H 0.920 -9.585 -6.378
H 2.686 -9.474 -6.257
C 1.024 -7.943 3.510
C -0.213 -7.070 3.529
O -1.137 -7.324 4.271
C -0.229 -5.892 2.594
H 0.911 -8.754 4.227
H 1.165 -8.365 2.514
H 1.902 -7.353 3.779
H -0.139 -6.224 1.560
H 0.603 -5.224 2.831
H -1.161 -5.345 2.693
C -5.600 -1.936 -6.637
C -6.092 -0.931 -5.622
O -5.790 -1.013 -4.459
C -6.980 0.182 -6.132
H -4.976 -2.675 -6.139
H -6.447 -2.442 -7.104
H -5.010 -1.433 -7.405
H -7.884 -0.235 -6.578
H -6.447 0.772 -6.879
H -7.258 0.828 -5.302
C 3.171 2.578 0.067
C 2.466 1.428 0.751
O 1.430 0.982 0.321
C 3.119 0.862 1.986
H 2.600 2.886 -0.806
H 3.258 3.423 0.752
H 4.168 2.267 -0.253
H 3.208 1.636 2.751
H 4.106 0.479 1.743
H 2.512 0.048 2.374
C 0.241 -7.410 7.703
C 1.621 -6.840 7.496
O 2.559 -7.538 7.188
C 1.779 -5.350 7.689
H 0.263 -8.483 7.530
H -0.093 -7.221 8.725
H -0.457 -6.954 6.998
H 1.507 -5.075 8.709
H 1.138 -4.814 6.987
H 2.815 -5.070 7.510
C 5.486 -0.822 5.772
C 5.160 -1.412 4.422
O 5.148 -0.730 3.423
C 4.850 -2.887 4.371
H 5.684 0.241 5.660
H 4.645 -0.958 6.453
H 6.374 -1.308 6.181
H 3.980 -3.110 4.990
H 5.710 -3.459 4.724
H 4.634 -3.173 3.344
C 8.762 -4.745 4.402
C 9.178 -3.871 5.555
O 8.367 -3.405 6.324
C 10.655 -3.602 5.709
H 7.680 -4.858 4.409
H 9.061 -4.288 3.457
H 9.221 -5.730 4.498
H 11.036 -3.102 4.817
H 11.192 -4.540 5.854
H 10.819 -2.962 6.574
C 9.065 -2.048 -0.207
C 9.434 -3.461 0.168
O 9.811 -3.742 1.283
C 9.309 -4.510 -0.909
H 9.198 -1.398 0.654
H 9.704 -1.699 -1.020
H 8.022 -2.007 -0.525
H 9.958 -4.261 -1.750
H 8.276 -4.567 -1.255
H 9.603 -5.477 -0.508
*
```

Atom charges from the Mulliken analysis, given in e for atoms 1 to 8: -0.601, -0.439, -1.161, -0.228, -0.984, -0.806, 0.288, -0.178

(2)
Here is a 12-piece molecular cluster, C46H92O16 overall from OMol25. Energies are from ωB97M-V/def2-TZVPD.

Computed properties:
- energy (Eh) = -3011.54093
- largest force on an atom (eV/Å) = 2.6
- energy above the lowest of the compared OMol25 structures with the same formula, charge and spin (kJ/mol) = 0.0
- frontier orbital gap (hartree) = 0.35942
- structure (SMILES) = COC(=O)OC.COC(=O)OC.C1CCOC1.C1CCOC1.C1CCOC1.C1CCOC1.C1CCOC1.C1CCOC1.C1CCOC1.C1CCOC1.C1CCOC1.C1CCOC1
- HOMO energy (eV) = -9.30

```
! wB97M-V def2-TZVPD RIJCOSX def2/J DEFGRID3
* xyz 0 1
C -13.638 -6.136 28.049
O -13.667 -7.348 27.302
C -14.187 -7.293 26.058
O -14.322 -8.209 25.337
O -14.583 -6.050 25.729
C -14.904 -5.813 24.372
H -14.667 -5.828 28.256
H -13.148 -5.305 27.547
H -13.165 -6.408 28.976
H -14.101 -5.994 23.665
H -15.245 -4.771 24.362
H -15.740 -6.469 24.044
C -9.444 -7.296 19.687
O -9.941 -8.404 20.508
C -11.043 -7.989 21.162
O -11.555 -6.922 20.972
O -11.456 -8.942 21.980
C -12.338 -8.318 22.964
H -8.471 -7.593 19.314
H -9.303 -6.453 20.330
H -10.122 -7.078 18.879
H -11.782 -7.634 23.590
H -12.832 -9.087 23.556
H -13.075 -7.676 22.475
C -6.843 -4.849 22.004
C -7.477 -4.279 20.734
C -7.194 -2.793 20.865
O -7.205 -2.539 22.254
C -7.155 -3.770 22.993
H -5.760 -4.969 21.850
H -7.320 -5.747 22.380
H -8.575 -4.342 20.753
H -7.111 -4.731 19.800
H -8.004 -2.194 20.374
H -6.228 -2.601 20.399
H -8.116 -4.020 23.478
H -6.434 -3.558 23.767
C -15.429 -11.212 22.822
C -14.398 -11.071 21.639
C -15.038 -12.072 20.701
O -16.483 -11.996 20.909
C -16.762 -11.366 22.147
H -15.357 -10.333 23.490
H -15.272 -12.112 23.382
H -13.400 -11.326 21.989
H -14.543 -10.040 21.312
H -14.671 -13.102 20.801
H -14.817 -11.822 19.649
H -17.445 -11.978 22.718
H -17.235 -10.409 21.881
C -11.760 -12.164 26.314
C -12.034 -10.660 26.187
C -11.842 -10.183 27.627
O -10.871 -11.027 28.236
C -10.790 -12.261 27.512
H -11.320 -12.489 25.338
H -12.673 -12.782 26.421
H -13.073 -10.557 25.836
H -11.378 -10.115 25.499
H -12.705 -10.161 28.265
H -11.459 -9.156 27.622
H -10.950 -13.083 28.179
H -9.794 -12.341 27.067
C -8.701 -9.376 23.893
C -8.683 -10.797 23.399
C -8.246 -10.631 21.904
O -7.383 -9.467 21.843
C -7.853 -8.597 22.904
H -8.405 -9.356 24.954
H -9.727 -8.983 23.857
H -9.616 -11.357 23.459
H -7.907 -11.390 23.955
H -9.145 -10.446 21.291
H -7.701 -11.535 21.664
H -8.403 -7.819 22.437
H -6.947 -8.212 23.286
C -5.430 -8.250 19.291
C -4.013 -8.520 18.730
C -3.258 -7.342 19.330
O -3.817 -7.114 20.636
C -5.070 -7.864 20.740
H -6.132 -9.105 19.232
H -5.842 -7.435 18.683
H -4.048 -8.525 17.655
H -3.571 -9.482 19.048
H -3.370 -6.425 18.759
H -2.179 -7.556 19.386
H -5.851 -7.311 21.225
H -4.909 -8.754 21.342
C -10.848 -3.582 24.301
C -11.003 -3.882 25.807
C -10.276 -5.221 25.972
O -9.752 -5.655 24.719
C -10.593 -4.966 23.761
H -9.891 -3.049 24.186
H -11.634 -2.928 23.917
H -12.086 -4.042 25.967
H -10.760 -3.116 26.537
H -10.990 -5.905 26.379
H -9.534 -5.158 26.760
H -11.489 -5.562 23.578
H -10.038 -4.909 22.821
C -12.025 -3.433 17.787
C -12.791 -4.499 16.964
C -11.758 -5.519 16.583
O -10.791 -5.478 17.603
C -10.942 -4.304 18.408
H -12.769 -2.939 18.420
H -11.607 -2.657 17.120
H -13.286 -3.964 16.157
H -13.569 -4.888 17.643
H -11.240 -5.326 15.606
H -12.212 -6.519 16.547
H -10.002 -3.776 18.540
H -11.258 -4.651 19.391
C -7.968 -8.898 16.109
C -6.744 -8.885 15.231
C -7.135 -8.036 14.037
O -7.887 -7.002 14.659
C -8.561 -7.522 15.856
H -7.617 -9.045 17.112
H -8.565 -9.787 15.933
H -6.374 -9.871 14.974
H -5.885 -8.422 15.751
H -7.761 -8.596 13.333
H -6.285 -7.632 13.503
H -9.615 -7.605 15.615
H -8.373 -6.768 16.650
C -14.940 -7.316 19.218
C -16.108 -8.193 19.686
C -16.365 -7.628 21.131
O -15.872 -6.296 21.142
C -15.223 -5.941 19.900
H -14.894 -7.204 18.118
H -13.959 -7.693 19.552
H -15.787 -9.230 19.698
H -17.031 -8.073 19.107
H -15.797 -8.188 21.918
H -17.386 -7.626 21.514
H -14.301 -5.413 20.063
H -15.955 -5.300 19.342
C -12.036 -11.288 18.662
C -12.782 -9.969 18.785
C -12.274 -9.208 17.567
O -11.599 -10.126 16.683
C -11.815 -11.471 17.194
H -12.585 -12.170 19.051
H -11.122 -11.139 19.233
H -12.492 -9.530 19.738
H -13.849 -10.174 18.725
H -11.637 -8.382 17.907
H -13.068 -8.680 17.038
H -10.921 -12.053 17.005
H -12.729 -11.886 16.735
*
```

Atom charges from the Mulliken analysis, given in e for atoms 1 to 8: -0.609, -0.171, 0.638, -0.503, -0.401, -0.439, 0.296, 0.168

(3)
Here is a 7-piece molecular cluster, C46H94BBrCl2FN2O16P2S6 overall from OMol25. Energies are from ωB97M-V/def2-TZVPD.

Computed properties:
- energy (Eh) = -9813.17560
- largest force on an atom (eV/Å) = 1.0
- frontier orbital gap (hartree) = 0.30021
- HOMO energy (eV) = -10.50

```
! wB97M-V def2-TZVPD RIJCOSX def2/J DEFGRID3
* xyz 1 1
C 1.410 3.836 6.827
C 1.172 2.349 6.518
C 0.044 2.084 5.502
C 0.547 1.425 4.204
C -0.553 0.637 3.473
C -0.726 0.732 1.945
C 0.389 0.503 0.905
C 0.672 -0.999 0.746
C 0.903 -1.992 1.879
C 1.749 -1.650 3.098
F -0.362 -2.407 2.319
O -0.237 0.745 -0.391
C -0.493 2.039 -0.939
B -2.017 2.438 -0.679
N -3.023 1.467 -0.262
O -2.420 3.726 -0.900
P -0.549 1.680 -2.895
C -0.549 -0.135 -3.117
C -0.020 -0.387 -4.556
C -2.140 2.241 -3.647
C -3.431 1.408 -3.557
C 0.589 3.091 -0.665
Cl 2.003 3.020 -1.856
P 0.003 4.948 -0.739
O 1.509 5.496 -0.367
Cl -0.052 5.231 -2.761
N 1.345 2.847 0.652
O 1.009 3.630 1.791
C -0.356 3.901 2.176
C -0.412 5.329 2.706
C 1.636 1.385 1.016
C 2.890 0.931 0.244
C 3.930 0.119 1.017
C 5.197 -0.004 0.174
Br 4.400 1.048 2.664
H 2.467 4.058 6.960
H 1.045 4.468 6.015
H 0.889 4.147 7.732
H 0.943 1.834 7.450
H 2.108 1.920 6.158
H -0.427 3.039 5.252
H -0.702 1.423 5.945
H 0.978 2.216 3.594
H 1.380 0.780 4.483
H -0.520 -0.403 3.787
H -1.508 0.990 3.877
H -1.465 -0.028 1.682
H -1.234 1.666 1.718
H -0.245 -1.354 0.285
H 1.417 -1.162 -0.025
H 1.342 -2.868 1.396
H 1.139 -1.768 3.991
H 2.105 -0.629 3.096
H 2.591 -2.332 3.196
H -3.106 1.341 0.736
H -2.911 0.554 -0.683
H -3.385 3.756 -0.900
H -1.525 -0.610 -3.017
H 0.112 -0.612 -2.406
H 1.009 -0.737 -4.515
H -0.005 0.519 -5.164
H -0.606 -1.152 -5.057
H -2.314 3.275 -3.361
H -1.851 2.300 -4.700
H -3.221 0.361 -3.345
H -3.981 1.448 -4.495
H -4.082 1.760 -2.763
H 1.440 6.406 -0.055
H 2.271 3.225 0.436
H -0.664 3.203 2.950
H -1.048 3.771 1.346
H 0.600 5.696 2.879
H -0.915 5.344 3.669
H -0.945 5.992 2.029
H 1.924 1.465 2.061
H 3.438 1.787 -0.144
H 2.594 0.371 -0.644
H 3.602 -0.887 1.258
H 5.732 0.944 0.153
H 4.935 -0.300 -0.843
H 5.861 -0.749 0.606
C -4.429 -5.165 4.800
C -2.896 -5.196 4.700
C -2.449 -3.809 4.226
S -3.697 -2.651 4.802
O -4.349 -2.067 3.655
O -3.140 -1.797 5.822
C -4.780 -3.874 5.533
H -4.818 -6.036 5.324
H -4.867 -5.153 3.800
H -2.470 -5.407 5.682
H -2.554 -5.973 4.019
H -1.493 -3.499 4.639
H -2.422 -3.729 3.142
H -5.809 -3.547 5.404
H -4.534 -3.930 6.593
C 5.687 7.022 2.362
C 4.318 6.630 1.788
C 4.240 5.100 1.803
S 5.296 4.556 3.162
O 6.402 3.815 2.615
O 4.483 3.993 4.211
C 5.865 6.188 3.626
H 5.745 8.086 2.580
H 6.474 6.783 1.645
H 3.528 7.047 2.418
H 4.176 7.017 0.779
H 3.234 4.729 1.992
H 4.646 4.662 0.891
H 6.894 6.108 3.970
H 5.225 6.536 4.436
C -1.718 9.198 -4.863
C -1.549 8.653 -3.438
C -1.231 9.846 -2.529
S -2.003 11.284 -3.297
O -0.964 12.191 -3.707
O -3.097 11.739 -2.483
C -2.621 10.421 -4.741
H -2.147 8.455 -5.534
H -0.747 9.494 -5.267
H -2.479 8.181 -3.115
H -0.764 7.902 -3.380
H -1.637 9.744 -1.526
H -0.163 10.051 -2.478
H -2.578 11.099 -5.590
H -3.653 10.143 -4.533
C -2.730 -5.441 -2.788
C -1.773 -6.181 -1.849
C -0.362 -5.657 -2.130
S -0.574 -3.967 -2.690
O -0.114 -3.849 -4.053
O -0.057 -3.065 -1.684
C -2.363 -3.963 -2.670
H -3.770 -5.611 -2.518
H -2.585 -5.789 -3.809
H -2.033 -5.991 -0.807
H -1.820 -7.258 -2.002
H 0.267 -5.645 -1.242
H 0.135 -6.201 -2.931
H -2.719 -3.340 -3.489
H -2.675 -3.543 -1.713
C 2.235 -8.171 0.199
C 2.647 -7.228 1.339
C 1.364 -6.775 2.046
S 0.174 -8.111 1.817
O -0.914 -7.617 1.006
O -0.096 -8.752 3.075
C 1.227 -9.143 0.803
H 3.090 -8.698 -0.221
H 1.764 -7.602 -0.606
H 3.287 -7.764 2.042
H 3.213 -6.372 0.970
H 1.494 -6.618 3.114
H 0.931 -5.885 1.591
H 0.607 -9.660 0.074
H 1.706 -9.863 1.465
C -0.389 -6.883 -8.017
C -1.712 -6.190 -8.370
C -2.848 -7.070 -7.834
S -2.170 -7.948 -6.417
O -2.141 -9.357 -6.704
O -2.786 -7.471 -5.200
C -0.509 -7.289 -6.552
H 0.467 -6.229 -8.176
H -0.254 -7.771 -8.638
H -1.747 -5.208 -7.892
H -1.814 -6.036 -9.443
H -3.712 -6.502 -7.500
H -3.159 -7.826 -8.553
H 0.193 -8.058 -6.239
H -0.444 -6.423 -5.891
*
```

Atom charges from the Mulliken analysis, given in e for atoms 1 to 8: -1.137, -0.519, -1.056, 0.250, -2.161, 0.010, 0.617, -1.211